{
  "formula": "C3H6N2OS",
  "method": "ωB97M-V/def2-TZVPD",
  "symbols": ["C", "C", "C", "N", "N", "O", "S", "H", "H", "H", "H", "H", "H"],
  "positions_angstrom": [[1.92008, 0.61624, 0.31048], [-0.92296, -1.50358, 0.37058], [-0.13617, 0.66008, -1.10750], [2.69275, -0.08694, 0.75438], [1.11350, 1.48357, -0.25023], [-1.20300, 0.99273, 1.44647], [-1.54676, 0.22110, 0.23475], [0.06304, -1.61117, 1.01762], [-0.98054, -2.01400, -0.64126], [-1.60836, -2.04479, 1.02984], [0.43433, -0.20804, -1.49774], [-0.64800, 1.22632, -1.99860], [0.82209, 2.26848, 0.33120]],
  "multiplicity": 1,
  "homo_ev": -9.6,
  "relative_energy_kj_mol": 395.1,
  "gap_ev": 10.1
}